No. 1
# C32H34Cl2N6O5Pb

A structure of composition C32H34Cl2N6O5Pb (ωB97M-V with the def2-TZVPD basis set, the OMol25 dataset).

Its gap between HOMO and LUMO is 4.82 eV. The value obtained for the molar mass is 860.8 g mol⁻¹. The calculation puts the HOMO energy at -0.847 eV. As for the electronic energy: -83206.46264 eV.

```
! RIJCOSX wB97M-V def2-TZVPD def2/J DEFGRID3
* xyz -2 1
C -2.63 2.18 -4.63
C -3.27 3.17 -1.95
C -4.26 1.85 -6.37
C -4.78 3.64 -7.97
H -3.69 -1.31 -0.52
O 2.61 -0.15 1.15
C 0.28 -3.15 -1.70
C 2.11 2.20 1.98
C -0.80 -3.41 -2.67
N -0.27 -0.64 3.42
H 1.86 -6.18 -2.49
H -2.50 -3.15 -0.07
H 2.90 -1.56 -0.24
H 1.76 -0.59 3.85
H 4.70 0.45 -2.54
C 3.42 -0.68 0.15
H 3.98 1.42 1.29
H 1.26 -0.85 -5.68
C -3.12 3.96 -6.19
H 1.18 -2.13 3.22
O 4.70 -0.13 -1.77
C -1.88 1.68 -3.45
C -2.43 3.48 -5.09
H -3.71 0.36 -4.92
C 1.23 -4.28 -1.77
O 2.94 1.18 -1.32
H -3.74 0.09 0.55
C -0.03 -5.59 -3.36
O 2.58 3.10 2.72
Cl -1.97 -2.13 -2.95
H -3.03 -3.50 1.60
H -1.35 1.14 3.68
H 0.36 1.25 4.02
H 3.44 0.73 2.81
C 0.94 -1.29 3.88
N -1.81 1.67 -1.00
H -0.72 0.44 5.19
C 1.08 -5.42 -2.53
H -3.48 -1.55 3.03
H 0.84 -1.67 4.92
C -2.37 2.40 -0.05
H 4.41 -0.98 0.53
C -2.31 2.13 -2.20
C -3.55 1.37 -5.28
H -1.75 -1.70 4.48
H -1.70 4.11 -4.58
O 1.00 2.13 1.40
H -0.94 0.70 -5.96
C -4.05 3.15 -6.83
H -4.99 1.22 -6.87
N -5.36 4.03 -8.88
N 0.09 0.29 -2.81
C -0.42 0.43 -5.05
C -1.39 -1.55 3.45
H -3.83 3.71 -2.69
C 3.63 0.25 -1.02
H -3.87 4.06 -0.01
C 3.11 1.01 1.81
H -2.67 -0.03 2.63
C 0.96 -0.40 -3.51
C -2.57 -1.12 2.59
Cl 2.67 -4.17 -0.77
H -2.08 2.25 0.99
C -3.29 3.34 -0.58
H -1.30 -3.23 1.19
C -2.32 -2.92 0.98
N 0.42 -2.14 -0.90
H -1.03 -2.51 3.09
C -3.70 -1.00 0.52
H -2.95 4.97 -6.55
H -1.81 -4.63 -4.08
H -4.61 -1.40 1.01
C 0.69 -0.35 -4.91
H -0.15 -6.49 -3.95
C -0.51 0.60 4.11
C -0.95 -4.55 -3.42
N -2.49 -1.48 1.18
Pb -0.02 -0.03 -0.30
H 1.74 -0.95 -3.01
C -0.81 0.83 -3.73
*
```

No. 2
# C32H34Cl3N5O3RhSe

A structure of composition C32H34Cl3N5O3RhSe (ωB97M-V with the def2-TZVPD basis set, the OMol25 dataset).

Its gap between HOMO and LUMO is 6.07 eV. The energy above the lowest of the compared OMol25 structures with the same formula, charge and spin comes out at 0.00 kJ/mol. The value obtained for the molar mass is 824.9 g mol⁻¹. The calculation puts the HOMO energy at -10.137 eV. As for the electronic energy: -153245.61308 eV.

```
! RIJCOSX wB97M-V def2-TZVPD def2/J DEFGRID3
* xyz 1 1
H -4.60 0.42 0.49
C -2.50 1.88 4.96
H -2.18 2.50 -4.42
H -3.11 3.59 1.79
H 6.23 -0.13 -0.27
N 0.04 -2.35 1.23
H -3.23 2.07 -0.89
H 4.06 1.75 2.62
H -4.01 -2.83 -4.35
C -3.63 -2.32 -3.48
N -0.70 -0.59 -2.01
H 0.32 -1.31 -3.64
C 7.14 -1.71 -1.40
H -2.17 1.25 -3.20
C 3.86 -1.24 0.39
C 0.74 1.20 3.46
O 0.44 0.01 3.01
C -2.75 -1.01 -1.23
C 0.49 -0.55 -2.87
C -0.47 -3.31 0.87
Cl -0.41 -5.90 1.24
C -4.04 -1.51 -1.22
C -2.35 -1.83 -3.49
C 4.96 -1.84 -0.41
H 3.21 3.54 3.84
H -1.73 0.60 1.57
O -1.47 1.24 4.24
C 6.13 -1.13 -0.66
H 1.34 -0.86 -2.27
C -0.79 -0.08 -0.78
H 0.97 1.54 -2.74
C 2.00 1.83 3.32
H 8.05 -1.16 -1.60
C 6.99 -3.01 -1.89
H -2.75 2.86 4.53
C -1.54 1.98 -3.71
C -3.61 2.30 0.11
H -0.80 3.62 5.33
C -4.47 -2.16 -2.36
C -0.28 1.89 4.18
H 1.67 0.68 -4.09
H -1.70 3.01 0.90
H -4.08 1.25 1.93
C -1.92 -1.17 -2.34
H 7.79 -3.46 -2.47
C -2.54 0.12 1.03
H 1.42 4.66 5.12
N -2.02 -0.30 -0.28
N 4.12 -0.17 1.10
H -1.20 2.71 -2.98
H 5.72 -4.73 -2.01
Cl -2.86 -4.36 1.00
H -1.71 -1.94 -4.35
Se 0.62 0.83 0.09
H -0.70 0.55 -5.11
H -4.61 2.72 -0.04
C 5.83 -3.72 -1.64
H 0.10 2.10 -5.08
Cl -1.10 -4.65 -1.30
H -4.70 -1.39 -0.37
H -3.36 1.22 4.90
N 3.01 0.22 1.82
C -0.35 1.34 -4.44
H -5.47 -2.56 -2.39
C 1.24 3.71 4.65
C 4.81 -3.14 -0.90
H -2.78 -0.80 1.57
H 3.90 -3.68 -0.70
C 0.75 0.80 -3.52
Rh 1.44 -0.85 1.55
O 2.70 -1.84 0.35
H -2.23 2.01 6.01
C 3.08 1.27 2.58
C -3.78 1.01 0.91
C 2.23 3.09 3.94
C -0.02 3.11 4.77
C -1.19 -4.52 0.46
H -2.72 4.27 0.21
C -2.73 3.35 0.79
*
```

No. 3
# C32H34ClN4O3V

A structure of composition C32H34ClN4O3V at a distorted geometry (ωB97M-V with the def2-TZVPD basis set, the OMol25 dataset).

Its gap between HOMO and LUMO (spin up / spin down) is 4.95 / 5.21 eV. The value obtained for the molar mass is 609.0 g mol⁻¹. The calculation puts the HOMO energy (spin up / spin down) at -8.769 / -9.045 eV. As for the electronic energy: -84040.19513 eV.

```
! RIJCOSX wB97M-V def2-TZVPD def2/J DEFGRID3
* xyz 1 4
H -4.96 2.87 1.33
C -4.32 1.22 -0.58
N 1.07 3.96 -0.08
H -4.52 -0.69 -2.81
C -1.89 4.43 1.06
O -1.52 1.56 -1.15
C -3.17 4.20 1.56
C -1.93 -0.73 1.17
H 2.54 -5.05 2.51
H -1.39 -3.23 -0.21
C 2.75 2.34 1.95
C -2.14 2.41 -0.38
H 1.27 1.21 0.77
N -3.86 0.11 -0.99
C 2.60 -2.23 -2.12
C 2.39 -5.04 1.36
H 3.16 -2.56 2.16
H 5.47 -4.06 -1.43
H 3.53 2.53 1.26
H -5.28 -2.80 -1.41
H -4.08 4.36 3.52
O -1.83 -1.12 2.25
V -1.70 -0.40 -0.79
C 3.25 -0.95 -2.40
N 2.11 1.11 1.41
C -0.12 3.59 -0.60
H -5.78 -0.66 -1.60
C 0.47 -2.48 -0.76
C -3.14 -2.77 -1.97
H -3.41 -2.94 -3.04
H 5.32 -0.06 -2.45
C -1.36 3.53 0.11
C 4.60 -0.84 -2.24
H -5.39 1.52 -0.71
H 0.54 5.17 1.57
H 6.35 -1.80 -1.48
C 1.83 -1.22 1.07
H 3.48 -5.16 1.06
H 0.79 2.96 2.55
H -1.41 5.34 1.27
H -0.09 3.04 -1.56
H 2.00 3.95 3.30
C 1.16 -2.24 -2.16
H -4.68 5.52 2.28
C -3.46 2.20 0.08
C 5.31 -1.97 -1.75
C -3.81 5.02 2.68
H 1.75 -5.84 1.13
H 0.84 -3.08 -2.74
C 2.43 -2.57 1.35
C 1.41 4.50 1.23
C 3.40 -3.36 -1.89
H -3.04 -3.86 -1.60
H 1.87 3.53 -0.60
C -1.09 -2.43 -0.81
H 0.45 -4.58 -0.54
H -3.20 5.83 3.02
H 3.19 -0.31 2.35
H 3.18 2.01 2.87
N -1.83 -2.04 -1.88
H 2.32 5.08 1.09
O 0.30 -0.12 -0.30
C 0.92 -3.67 -0.15
Cl 2.35 0.48 -2.85
H -4.21 -2.28 -0.12
H 0.79 -1.33 -2.63
C 1.71 3.46 2.30
C 2.38 -0.12 1.71
C 1.83 -3.75 0.89
H 2.86 -4.27 -2.04
C -4.36 -2.22 -1.20
C 4.79 -3.27 -1.60
C 0.89 -1.16 0.04
C -3.92 3.07 1.05
C -4.70 -0.83 -1.72
*
```

No. 4
# C32H34CoF3NO2S2Sb

A structure of composition C32H34CoF3NO2S2Sb (ωB97M-V with the def2-TZVPD basis set, the OMol25 dataset).

Its gap between HOMO and LUMO (spin up / spin down) is 6.33 / 6.48 eV. The energy above the lowest of the compared OMol25 structures with the same formula, charge and spin comes out at 0.00 kJ/mol. The value obtained for the molar mass is 766.5 g mol⁻¹. The calculation puts the HOMO energy (spin up / spin down) at -3.745 / -3.902 eV. As for the electronic energy: -113311.86763 eV.

```
! RIJCOSX wB97M-V def2-TZVPD def2/J DEFGRID3
* xyz -1 4
C 0.07 2.20 -2.73
H -0.28 3.14 -2.32
H -3.29 -1.00 -0.58
F 0.34 3.18 -4.86
C 3.89 -3.77 -3.42
C -2.41 2.89 5.56
C 0.52 -0.09 4.86
H 3.63 -2.31 -1.89
C 1.12 -4.00 -3.39
H 0.44 -0.90 5.59
C -1.09 1.10 6.40
H 4.13 0.86 3.22
H 1.40 -5.50 -4.93
C -2.39 2.18 0.05
O 1.70 1.68 2.63
C -1.92 -3.41 -0.76
C -3.19 -3.91 -1.05
H -0.76 0.45 7.20
C 0.91 0.91 -4.60
C 0.17 1.07 -1.93
H 2.93 -0.22 1.27
S -1.35 -0.14 1.14
F -5.02 -3.99 -2.53
N -0.93 1.72 4.12
H 1.92 0.99 4.11
C -2.03 2.09 6.62
C 1.73 -3.09 -2.53
C 3.24 -4.66 -4.26
C 2.74 3.22 1.11
H -3.68 -2.38 -4.04
C -1.90 -2.19 -2.82
H 4.97 -3.70 -3.45
H -1.46 -3.68 0.19
H 4.98 1.98 2.13
H -4.50 0.09 0.08
H -3.78 0.42 -1.50
H 3.62 3.40 0.49
F 3.98 -5.42 -5.09
C 1.00 -0.21 -3.78
H 1.19 0.88 -5.64
H -3.08 2.90 -1.87
H -3.72 -4.56 -0.37
H 2.02 0.78 0.14
H -2.46 2.23 7.61
H 0.04 -4.10 -3.40
C 2.83 1.87 1.81
H -0.11 1.16 -0.89
H 3.79 0.85 0.13
C 1.87 -4.79 -4.26
C -0.55 0.93 5.13
C -3.57 0.05 -0.50
H -2.11 3.25 3.45
H -3.15 3.68 5.68
H 1.85 3.26 0.48
C 0.63 -0.14 -2.44
H 4.00 2.60 3.47
C 3.12 -3.00 -2.56
C -2.48 0.84 0.18
H 2.67 4.02 1.86
Sb 0.69 -1.83 -1.10
H 0.34 -0.52 3.86
H -3.38 3.99 -0.52
C -3.36 2.94 -0.81
C 2.90 0.75 0.77
C -3.78 -3.52 -2.24
C -3.16 -2.67 -3.13
Co -0.14 1.57 2.13
O 1.80 0.47 4.96
H 1.37 -1.13 -4.20
C -1.26 -2.56 -1.64
C 4.07 1.82 2.71
C 0.44 2.09 -4.06
C -1.84 2.67 4.32
H -1.41 -1.50 -3.50
H -4.38 2.55 -0.73
S -1.14 3.17 0.81
*
```

- Look up the molar mass of the second one.
  824.9 g mol⁻¹

- Which of these has the highest molar mass?
  C32H34Cl2N6O5Pb